<a>
16
Properties=species:S:1:pos:R:3:nbo_charge:R:1 method="wB97M-V/def2-TZVPD" smiles=CCc1c[nH]c[nH+]1 homo_lumo_gap_ha=0.4055 total_charge=+1 homo_energy_ha=-0.5286
C -0.304 -1.416 -1.958 -0.623
C 0.633 -1.512 -0.746 -0.446
C 0.427 -0.360 0.200 0.165
C -0.607 -0.298 1.056 -0.051
N -0.801 1.054 1.436 -0.460
C -0.004 1.773 0.678 0.283
N 0.708 0.996 -0.125 -0.468
H 0.242 -1.101 -2.854 0.227
H -1.066 -0.637 -1.937 0.215
H -0.755 -2.374 -2.202 0.243
H 1.665 -1.506 -1.097 0.238
H 0.507 -2.435 -0.187 0.250
H -1.321 -1.045 1.354 0.261
H -1.605 1.454 1.887 0.458
H 0.080 2.842 0.552 0.253
H 1.485 1.389 -0.641 0.455

***

<b>
16
Properties=species:S:1:pos:R:3:nbo_charge:R:1 method="wB97M-V/def2-TZVPD" smiles="C=C=C[C@@H]1[NH2+][C@H]1N" homo_lumo_gap_ha=0.3890 total_charge=+1 homo_energy_ha=-0.5044
C -3.530 0.286 -0.201 -0.437
C -2.320 0.059 0.101 0.150
C -1.045 0.067 0.471 -0.361
C 0.353 0.160 -0.174 -0.064
N 1.071 -1.132 -0.106 -0.612
C 1.754 0.205 0.505 0.191
N 2.730 0.805 -0.202 -0.777
H -4.210 -0.404 -0.567 0.244
H -4.070 1.181 -0.115 0.253
H -1.038 -0.164 1.607 0.234
H 0.205 0.747 -1.036 0.255
H 0.718 -1.920 0.422 0.443
H 1.410 -1.656 -0.912 0.437
H 1.831 0.190 1.525 0.233
H 2.487 1.167 -1.123 0.400
H 3.655 0.410 -0.196 0.411

***

<c>
16
Properties=species:S:1:pos:R:3:nbo_charge:R:1 method="wB97M-V/def2-TZVPD" homo_lumo_gap_ha=0.3541 total_charge=+1 homo_energy_ha=-0.5404
C -3.329 0.480 -0.163 -0.774
C -2.203 -0.376 -0.028 0.548
N -1.208 -1.052 -0.009 -0.039
N -0.176 -1.724 0.141 -0.250
C 1.055 -1.349 0.076 0.252
C 1.386 0.072 -0.247 -0.513
C 2.847 0.715 0.349 -0.562
H -4.121 0.087 -0.797 0.314
H -3.137 1.463 -0.446 0.289
H -4.054 0.502 0.787 0.322
H 1.727 -2.188 0.292 0.243
H 0.476 0.714 -0.022 0.224
H 1.532 0.137 -1.322 0.266
H 2.941 1.567 -0.325 0.233
H 3.691 0.111 0.304 0.224
H 2.571 0.841 1.410 0.223

***

Short version: <a>, <b>, <c>, most stable first.